# 1
Formula: C45H69ClF18I3NO4S
Source: OMol25
Level of theory: wB97M-V/def2-TZVPD

Calculated values
- 2S+1 = 1
- maximum force (eV/Å) = 7.19
- net charge = 0

```
142
Properties=species:S:1:pos:R:3:mulliken_charge:R:1
C -1.825 -5.915 4.417 -0.47
C -1.349 -5.668 3.204 -0.14
C -0.917 -5.231 1.696 -0.51
C -1.640 -3.771 1.424 -0.73
I -0.888 -3.142 -0.517 0.05
C -3.239 -4.168 1.312 -0.17
C -4.093 -3.729 2.612 0.42
C -5.429 -4.675 2.774 -0.48
Cl -5.728 -4.998 4.563 -0.21
O -1.306 -2.978 2.565 0.75
C -1.284 -1.562 2.369 -0.36
F -2.524 -1.186 1.715 -0.29
C -1.222 -0.694 3.753 0.65
C -0.127 -1.507 4.686 -1.66
C 1.362 -1.531 3.986 0.04
C 1.814 -3.063 3.592 0.07
S 3.636 -3.100 3.090 1.22
O 4.051 -4.562 3.168 -0.66
O 4.489 -2.170 3.916 -0.59
O 3.751 -2.677 1.436 -0.46
C -2.612 -0.761 4.604 -0.97
I -2.972 -2.182 6.266 -0.01
C -3.746 0.131 4.372 -0.37
C -3.740 1.291 3.276 -0.58
I -5.597 -0.028 5.578 0.01
N -0.631 0.649 3.649 2.18
C -0.737 1.492 4.861 -0.44
C 0.418 1.722 5.709 -1.03
C -0.602 1.354 2.371 -0.93
C 0.821 1.401 1.584 -0.70
C 1.968 2.273 2.371 0.70
F 1.416 3.311 3.198 -0.34
F 2.558 1.308 3.307 -0.20
C 2.993 2.774 1.232 0.61
F 2.368 3.760 0.354 -0.31
F 3.179 1.614 0.354 -0.34
C 4.475 3.173 1.706 0.40
F 5.225 3.387 0.462 -0.29
F 5.149 2.027 2.308 -0.22
C 4.629 4.536 2.553 0.56
F 3.381 5.305 2.546 -0.28
F 5.529 5.427 1.821 -0.22
C 4.991 4.374 4.104 0.54
F 4.658 5.645 4.742 -0.29
F 4.003 3.443 4.653 -0.17
C 6.419 3.844 4.537 0.57
F 6.423 2.424 4.876 -0.26
F 6.737 4.495 5.812 -0.30
C 7.687 4.093 3.598 0.42
F 7.629 3.520 2.285 -0.20
F 8.801 3.405 4.254 -0.30
C 8.181 5.629 3.448 0.69
F 8.556 5.815 2.057 -0.23
F 7.269 6.613 3.929 -0.20
F 9.414 5.804 4.201 -0.25
H -2.438 -5.782 5.394 0.32
H -1.270 -6.031 0.935 0.53
H 0.239 -5.133 1.731 0.41
H -3.613 -3.689 0.328 -0.23
H -3.347 -5.321 1.161 0.46
H -3.520 -3.806 3.611 -0.25
H -4.507 -2.662 2.404 0.09
H -6.344 -4.093 2.373 0.29
H -5.318 -5.693 2.246 0.35
H -0.326 -1.300 1.791 0.38
H 0.027 -1.016 5.714 0.62
H -0.389 -2.604 4.867 0.59
H 1.407 -0.939 3.004 -0.63
H 2.180 -1.136 4.689 0.52
H 1.577 -3.822 4.422 0.47
H 1.243 -3.298 2.600 -0.58
H 3.179 -3.305 0.904 0.35
H -4.764 1.853 3.325 0.45
H -2.951 2.133 3.457 0.10
H -3.624 0.964 2.183 0.06
H -1.723 1.985 5.184 0.14
H 0.598 2.809 6.063 0.26
H 1.185 0.920 6.004 0.16
H -1.390 1.051 1.570 0.11
H -0.862 2.476 2.585 0.52
H 0.605 1.969 0.586 0.58
H 1.187 0.357 1.276 0.09
C -1.368 -3.521 -8.337 -1.18
C -0.822 -2.289 -7.627 -0.35
C -0.219 -2.601 -6.255 -0.81
C -1.201 -3.167 -5.223 -0.53
C -2.420 -2.291 -4.933 0.25
C -2.059 -0.938 -4.336 -1.24
H -2.189 -3.979 -7.778 0.28
H -1.752 -3.247 -9.324 0.38
H -0.584 -4.271 -8.476 0.29
H -1.611 -1.537 -7.539 0.24
H -0.042 -1.846 -8.254 0.37
H 0.241 -1.689 -5.859 0.29
H 0.600 -3.318 -6.382 0.39
H -0.655 -3.340 -4.288 0.13
H -1.547 -4.152 -5.554 0.35
H -3.067 -2.821 -4.226 -0.13
H -3.013 -2.145 -5.841 0.32
H -1.504 -1.060 -3.401 0.20
H -2.968 -0.369 -4.118 0.37
H -1.453 -0.342 -5.023 0.36
C -6.025 -2.237 -1.155 -1.13
C -6.439 -3.573 -1.756 -0.30
C -6.276 -3.627 -3.277 -0.15
C -7.138 -2.632 -4.062 -0.66
C -8.644 -2.740 -3.818 -0.47
C -9.227 -4.082 -4.236 -1.21
H -6.648 -1.418 -1.523 0.50
H -6.126 -2.267 -0.066 0.23
H -4.981 -2.009 -1.391 0.19
H -7.470 -3.800 -1.470 0.34
H -5.816 -4.359 -1.314 0.27
H -6.494 -4.646 -3.616 0.36
H -5.224 -3.446 -3.528 -0.25
H -6.940 -2.774 -5.131 0.43
H -6.816 -1.611 -3.830 0.31
H -9.144 -1.950 -4.390 0.39
H -8.877 -2.550 -2.765 0.25
H -9.046 -4.272 -5.298 0.30
H -10.309 -4.091 -4.072 0.38
H -8.799 -4.906 -3.660 0.28
C 3.935 7.011 -5.239 -1.20
C 5.286 7.123 -4.546 -0.33
C 6.006 5.779 -4.406 -0.79
C 5.281 4.736 -3.548 -0.96
C 4.969 5.172 -2.116 0.29
C 6.215 5.468 -1.292 -0.75
H 3.239 6.389 -4.670 0.28
H 3.484 8.001 -5.345 0.38
H 4.044 6.581 -6.239 0.29
H 5.158 7.595 -3.567 0.24
H 5.922 7.795 -5.132 0.38
H 7.006 5.958 -3.995 0.29
H 6.165 5.355 -5.404 0.42
H 5.896 3.828 -3.518 0.39
H 4.346 4.448 -4.040 0.36
H 4.410 4.369 -1.624 -0.11
H 4.312 6.047 -2.115 0.28
H 6.865 4.590 -1.240 0.28
H 5.935 5.741 -0.272 -0.14
H 6.788 6.299 -1.710 0.44
```

# 2
Formula: C45H69F2N21O5P
Source: OMol25
Level of theory: wB97M-V/def2-TZVPD

Calculated values
- 2S+1 = 1
- maximum force (eV/Å) = 14.45
- net charge = -1

```
143
Properties=species:S:1:pos:R:3:mulliken_charge:R:1
C 1.057 4.705 0.721 -0.83
C 1.188 3.172 0.089 0.03
F 0.711 3.092 -1.335 -0.39
C 0.582 2.000 1.061 0.74
F 1.521 1.921 2.243 -0.39
N -0.784 2.284 1.641 -0.16
C -1.766 2.812 0.619 -0.43
P -3.612 2.490 1.037 1.24
O -3.899 2.198 2.564 -0.66
O -4.129 1.159 -0.018 -0.51
O -4.483 3.934 0.480 -0.59
C 0.716 0.540 0.302 0.00
O 1.971 0.019 0.244 -0.72
O -0.408 -0.226 -0.259 -0.66
H 1.057 4.657 1.891 0.21
H 0.162 5.294 0.249 0.09
H 2.051 5.279 0.392 0.35
H 2.363 2.973 0.023 0.44
H -0.737 2.875 2.503 0.30
H -1.597 2.353 -0.468 0.34
H -1.639 3.999 0.622 -0.15
H -3.747 1.290 -0.945 0.39
H -3.788 4.579 0.100 0.33
C 0.223 -1.673 -3.764 -0.14
C -1.017 -1.078 -4.290 0.38
N -1.997 -0.609 -4.706 -0.47
H 0.299 -1.556 -2.678 0.15
H 0.281 -2.745 -3.979 -0.20
H 1.113 -1.207 -4.202 0.25
C -1.726 5.417 -2.417 -1.12
C -2.510 4.231 -2.035 0.59
N -3.130 3.294 -1.733 -0.45
H -1.706 5.556 -3.503 0.34
H -2.139 6.333 -1.982 0.34
H -0.686 5.341 -2.081 0.25
C -7.043 2.119 3.872 -0.53
C -8.080 2.367 4.888 0.26
N -8.899 2.563 5.691 -0.47
H -7.031 2.903 3.108 0.34
H -6.043 2.084 4.316 0.25
H -7.202 1.166 3.356 0.14
C 0.339 -5.910 -5.282 -0.55
C 0.834 -5.555 -3.941 0.35
N 1.225 -5.275 -2.882 -0.41
H 0.945 -5.453 -6.071 -0.11
H 0.357 -6.993 -5.446 0.37
H -0.694 -5.577 -5.433 0.33
C -5.970 -1.434 -0.740 -0.73
C -7.278 -1.436 -1.417 0.36
N -8.311 -1.437 -1.951 -0.14
H -5.175 -1.801 -1.396 0.30
H -5.684 -0.427 -0.416 0.03
H -5.975 -2.071 0.151 0.27
C -12.230 -1.193 -3.669 -0.90
C -10.915 -1.203 -3.007 0.23
N -9.876 -1.211 -2.484 -0.12
H -13.040 -1.002 -2.957 0.25
H -12.288 -0.419 -4.441 0.25
H -12.445 -2.151 -4.155 0.25
C -6.239 -0.559 7.366 -0.83
C -6.547 -0.913 5.970 0.34
N -6.791 -1.192 4.868 -0.34
H -6.514 -1.362 8.057 0.30
H -5.171 -0.363 7.507 0.28
H -6.777 0.340 7.684 0.27
C 2.770 -3.266 -8.344 -0.76
C 1.519 -4.006 -8.108 0.48
N 0.530 -4.590 -7.922 -0.49
H 3.634 -3.785 -7.916 0.22
H 2.968 -3.137 -9.413 0.30
H 2.739 -2.267 -7.898 0.29
C 1.561 8.371 2.724 -0.61
C 1.253 8.017 1.329 0.55
N 1.009 7.737 0.226 -0.48
H 1.286 7.567 3.416 0.27
H 2.629 8.566 2.865 -0.03
H 1.023 9.270 3.042 0.37
C 2.072 -6.401 0.240 -0.59
C 2.951 -7.510 0.648 0.39
N 3.646 -8.386 0.970 -0.48
H 1.108 -6.438 0.757 0.33
H 2.521 -5.427 0.461 0.26
H 1.864 -6.425 -0.835 0.07
C 5.461 -4.860 -0.951 -0.77
C 5.153 -5.213 -2.347 0.44
N 4.909 -5.493 -3.449 -0.40
H 5.186 -5.663 -0.260 0.15
H 6.529 -4.664 -0.810 0.30
H 4.923 -3.960 -0.633 0.24
C -9.230 -2.003 2.448 -0.42
C -10.481 -2.742 2.684 0.28
N -11.470 -3.327 2.871 -0.43
H -8.366 -2.522 2.876 0.27
H -9.032 -1.874 1.379 0.14
H -9.261 -1.003 2.894 0.15
C -12.893 -3.000 6.202 -0.66
C -13.951 -3.259 7.193 0.27
N -14.787 -3.463 7.976 -0.37
H -12.679 -1.931 6.109 0.26
H -11.955 -3.496 6.473 0.26
H -13.174 -3.362 5.207 0.24
C 4.314 -7.235 -6.594 -0.44
C 4.006 -7.589 -7.990 0.25
N 3.762 -7.868 -9.092 -0.43
H 4.039 -8.038 -5.903 0.33
H 5.383 -7.039 -6.453 0.10
H 3.776 -6.336 -6.276 0.15
C 9.053 -8.223 -6.675 -0.83
C 8.016 -7.975 -5.659 0.40
N 7.197 -7.779 -4.856 -0.36
H 9.066 -7.439 -7.439 0.27
H 10.054 -8.258 -6.231 0.30
H 8.894 -9.175 -7.191 0.27
C 4.614 6.587 4.607 -0.68
C 4.306 6.233 3.212 0.42
N 4.062 5.953 2.109 -0.41
H 4.339 5.784 5.299 0.32
H 5.683 6.783 4.748 0.17
H 4.076 7.486 4.925 0.26
C 5.029 -11.009 -0.245 -0.62
C 5.286 -12.412 0.120 0.31
N 5.489 -13.521 0.407 -0.40
H 4.322 -10.930 -1.078 0.25
H 4.606 -10.444 0.593 0.24
H 5.947 -10.496 -0.550 0.26
C 2.839 12.746 2.255 -0.84
C 3.371 11.374 2.307 0.40
N 3.791 10.289 2.349 -0.41
H 2.758 13.109 1.225 0.27
H 1.841 12.810 2.700 0.26
H 3.480 13.449 2.797 0.28
C 9.353 6.041 3.671 -0.73
C 8.316 6.289 4.686 0.46
N 7.497 6.484 5.489 -0.53
H 9.366 6.825 2.906 0.35
H 10.354 6.005 4.114 0.12
H 9.194 5.088 3.154 0.30
C 13.642 7.178 3.376 -0.82
C 12.334 7.176 2.699 0.45
N 11.301 7.175 2.164 -0.44
H 14.437 6.811 2.719 0.27
H 13.928 8.184 3.699 0.27
H 13.637 6.541 4.266 0.28
```

Computed electronic energy (Eh) in order:
-5660.21441, -3822.83353
Computed gap between HOMO and LUMO (eV) in order:
8.46, 5.17
Computed highest occupied orbital energy (eV) in order:
-9.0, -4.1